{"formula": "C5H11N3", "method": "wB97M-V/def2-TZVPD", "symbols": ["C", "H", "H", "H", "H", "C", "H", "N", "H", "H", "H", "H", "H", "C", "H", "C", "N", "C", "N"], "xyz": [[2.50551, 1.10367, -0.77647], [-1.84233, 0.87553, 1.73461], [3.11853, 1.29049, -1.64657], [-3.22282, -0.89528, 0.70967], [1.47636, -2.29603, 2.20773], [2.37634, -0.16875, -0.29868], [2.86608, -0.92862, -0.90610], [-1.98615, 1.41313, 0.88561], [-2.22946, 2.12957, -1.46295], [0.99365, 0.08024, 1.33885], [-2.75868, -1.18509, -0.84681], [-2.59489, 0.62147, -2.11611], [1.97982, 1.91960, -0.28972], [1.72685, -0.58364, 0.89164], [2.54308, -2.54025, 0.73274], [-2.22711, 0.63280, -0.09668], [-2.52931, -0.72069, 0.00862], [1.91603, -1.87381, 1.31483], [-2.11149, 1.12566, -1.38420]], "nbo_charge": [-0.0436, 0.3331, 0.2311, 0.3990, 0.2336, -0.1506, 0.2312, -0.7758, 0.4104, 0.2617, 0.3782, 0.3784, 0.2265, -0.1611, 0.2131, 0.5686, -0.8520, -0.0484, -0.8335], "total_charge": 1, "e_above_lowest_kcal_mol": 5.3, "largest_force_ha_per_bohr": 0.026, "s_squared": 0.79, "spin_multiplicity": 2, "e_homo_ha": [-0.44143, -0.44135], "energy_ha": -361.02625}